Computed, not measured: a structure of composition C35H32HgN5P2, with ωB97M-V with the def2-TZVPD basis set.

LUMO energy (spin up / spin down) ... 0.14 / -1.84 eV
Kohn-Sham gap (spin up / spin down) ... 0.2651 / 0.2064 Eh
E_HOMO (spin up / spin down) ... -0.260 / -0.274 hartree

```
! wB97M-V def2-TZVPD RIJCOSX def2/J DEFGRID3
* xyz 0 2
Hg -1.3407 1.3538 -0.1723
C 0.0096 -2.8608 -0.7733
C -0.0760 -1.6675 -1.7445
P 1.1066 -0.3525 -1.2000
C 2.6615 -1.0964 -1.8623
C 3.5165 -1.7492 -0.9775
C 4.6990 -2.3182 -1.4294
C 5.0440 -2.2258 -2.7682
C 4.1933 -1.5849 -3.6591
C 3.0078 -1.0246 -3.2109
C 0.8292 0.9691 -2.4386
C 1.6292 2.1072 -2.3092
C 1.4578 3.1870 -3.1579
C 0.4859 3.1407 -4.1493
C -0.3050 2.0124 -4.2937
C -0.1424 0.9299 -3.4382
C -1.2745 -2.9955 0.0474
P -1.5632 -1.4771 1.0796
C -0.1273 -1.4870 2.2131
C 0.4714 -2.6626 2.6626
C 1.5346 -2.6122 3.5502
C 1.9987 -1.3898 4.0158
C 1.4026 -0.2163 3.5815
C 0.3523 -0.2644 2.6769
C -2.8886 -2.0557 2.1981
C -2.8236 -1.8708 3.5780
C -3.8583 -2.3104 4.3899
C -4.9716 -2.9232 3.8344
C -5.0541 -3.0867 2.4592
C -4.0268 -2.6425 1.6435
H 0.8516 -2.7236 -0.0886
H 0.1979 -3.7847 -1.3211
H -1.0803 -1.2353 -1.7094
H 0.1326 -1.9609 -2.7736
H 3.2577 -1.8030 0.0748
H 5.3585 -2.8236 -0.7352
H 5.9743 -2.6529 -3.1201
H 4.4597 -1.5160 -4.7062
H 2.3582 -0.5212 -3.9156
H 2.3921 2.1279 -1.5373
H 2.0754 4.0689 -3.0438
H 0.3418 3.9849 -4.8103
H -1.0542 1.9742 -5.0733
H -0.7749 0.0597 -3.5614
H -1.2659 -3.8810 0.6849
H -2.1251 -3.0881 -0.6318
H 0.1046 -3.6266 2.3352
H 1.9988 -3.5305 3.8869
H 2.8170 -1.3567 4.7234
H 1.7565 0.7369 3.9546
H -0.1002 0.6563 2.3233
H -1.9668 -1.3795 4.0203
H -3.7952 -2.1730 5.4617
H -5.7791 -3.2612 4.4704
H -5.9249 -3.5563 2.0205
H -4.1146 -2.7371 0.5678
C 2.4181 4.2884 3.4140
N 1.2320 4.1787 2.5902
C -0.0299 4.6052 2.9190
C -0.8390 4.2226 1.8885
N -0.0960 3.5684 0.9415
C 1.1357 3.5551 1.3939
H 2.3153 5.1325 4.0908
H 3.2953 4.4392 2.7886
H 2.5594 3.3806 4.0022
H -0.2402 5.1235 3.8384
H -1.8940 4.3945 1.7572
H 1.9795 3.0983 0.9009
N -3.4334 1.5922 -1.5323
C -3.4365 1.7284 -2.6910
C -3.4396 1.8896 -4.0627
C -3.2141 3.1727 -4.6050
N -2.9998 4.2232 -5.0341
C -3.6175 0.7615 -4.8905
N -3.7385 -0.1780 -5.5513
*
```

---

Computed, not measured: a structure of composition C35H32IrN9O2S2 in a non-equilibrium geometry, with ωB97M-V with the def2-TZVPD basis set.

LUMO energy (spin up / spin down) ... -8.27 / -9.70 eV
Kohn-Sham gap (spin up / spin down) ... 0.2338 / 0.2120 Eh
E_HOMO (spin up / spin down) ... -0.538 / -0.569 hartree

```
! wB97M-V def2-TZVPD RIJCOSX def2/J DEFGRID3
* xyz 3 6
Ir -1.3618 -0.6717 1.0564
C -3.3385 -0.2790 3.7155
N -2.7023 0.5890 2.7292
C -3.5565 1.5931 2.1145
C -3.0271 1.8667 0.7444
N -2.2307 1.0402 0.0886
C -2.0376 1.6070 -1.1830
C -1.3357 1.1536 -2.2951
C -1.3575 1.9459 -3.4253
C -2.0564 3.1643 -3.4578
C -2.7673 3.6157 -2.3656
C -2.7439 2.8041 -1.2383
N -3.3509 2.9339 0.0046
C -2.5859 -1.5647 3.7201
N -1.8470 -1.9470 2.7004
C -1.3062 -3.1950 3.0255
C -0.4538 -4.0321 2.3135
C -0.1015 -5.2208 2.9165
C -0.5869 -5.5719 4.1896
C -1.4303 -4.7443 4.8995
C -1.7727 -3.5435 4.2871
N -2.5810 -2.4813 4.6954
H -4.3713 -0.4670 3.4143
H -3.3650 0.1656 4.7138
H -1.8742 1.0166 3.1360
H -3.6299 2.5175 2.6946
H -4.5681 1.1918 2.0177
H -0.8120 0.2110 -2.2831
H -0.8383 1.6174 -4.3155
H -2.0467 3.7552 -4.3631
H -3.3251 4.5414 -2.3958
H -3.9614 3.6832 0.2906
H -0.0841 -3.7582 1.3335
H 0.5630 -5.9028 2.4044
H -0.2894 -6.5160 4.6242
H -1.8008 -5.0203 5.8769
H -3.0710 -2.4132 5.5738
C 3.4014 6.4129 -2.9983
O 4.3058 5.3643 -3.4105
C 4.6078 4.3897 -2.5936
C 4.1142 4.2721 -1.2619
C 4.4641 3.1837 -0.5166
C 5.3291 2.1868 -1.0695
C 5.8970 2.3585 -2.3601
C 5.5289 3.4196 -3.1193
N 5.7682 1.0932 -0.3545
N 5.2257 0.5557 0.6804
C 3.9545 0.2376 1.0940
C 3.6994 0.2580 2.4614
C 2.4121 0.0854 2.9630
C 1.3500 -0.1428 2.1071
O 0.0931 -0.1790 2.5092
C 1.6458 -0.4217 0.7472
N 0.6185 -0.9438 0.0235
C 0.8517 -1.3326 -1.2186
C 2.1079 -1.2048 -1.8261
C 3.1426 -0.6467 -1.1201
C 2.9316 -0.2334 0.2073
H 3.2339 7.0171 -3.8823
H 3.8588 7.0223 -2.2203
H 2.4603 5.9915 -2.6516
H 3.5087 5.0520 -0.8258
H 4.1405 3.1033 0.5119
H 6.6096 1.6320 -2.7229
H 5.9335 3.5772 -4.1107
H 4.5243 0.4623 3.1304
H 2.2163 0.1406 4.0253
H 0.0315 -1.8004 -1.7383
H 2.2528 -1.5720 -2.8320
H 4.1237 -0.5608 -1.5713
S -3.1302 -2.2389 0.1941
C -3.0847 -2.9770 -1.3392
N -3.8185 -4.0283 -1.6153
C -3.8337 -4.5292 -2.9953
C -2.6430 -3.8797 -3.7115
S -2.1662 -2.4388 -2.6930
H -4.4379 -4.4179 -0.9161
H -4.7818 -4.2682 -3.4643
H -3.7418 -5.6130 -2.9860
H -2.9116 -3.5250 -4.7024
H -1.7882 -4.5463 -3.7857
*
```